C8H8BrNS | ωB97M-V/def2-TZVPD

CARTESIAN COORDINATES (ANGSTROEM)
1 C 0.864 -1.828 -0.845
2 N 0.957 -0.403 -0.600
3 C -0.036 0.483 -0.142
4 C -1.204 0.036 0.486
5 C -2.069 0.974 1.018
6 C -1.669 2.267 1.083
7 C -0.511 2.677 0.445
8 C 0.290 1.792 -0.178
9 S 1.882 1.977 -1.004
10 C 2.231 0.124 -0.938
11 Br 4.010 -0.094 0.581
12 H 1.704 -2.104 -1.377
13 H 0.851 -2.342 0.030
14 H 0.040 -1.985 -1.466
15 H -1.410 -1.071 0.621
16 H -2.885 0.777 1.692
17 H -2.243 2.964 1.635
18 H -0.324 3.658 0.565
19 H 2.684 -0.256 -1.751

Properties
largest force on an atom: 7.1 eV Å⁻¹
LUMO: 0.0017 Ha
E: -3336.55317 a.u.
gap between HOMO and LUMO: 8.3 eV
HOMO: -8.23 eV
SMILES: CN1c2ccccc2S[C@H]1Br

=====

C19H43NdOP3S2 | ωB97M-V/def2-TZVPD

CARTESIAN COORDINATES (ANGSTROEM)
1 Nd 0.900 0.535 0.233
2 P 0.589 -2.667 0.320
3 P 0.957 -0.568 -2.508
4 P -1.377 -0.013 2.687
5 H -3.177 5.138 -1.919
6 C -2.898 5.300 -0.861
7 C -1.646 5.516 -0.467
8 H -0.836 5.715 -1.175
9 C -0.981 -3.435 -0.258
10 C 1.743 -3.631 -0.752
11 C 0.807 -3.709 1.824
12 C 0.988 1.049 -3.403
13 C 2.251 -1.434 -3.488
14 C -0.608 -1.275 -3.185
15 C -2.206 1.259 3.648
16 C -0.046 -0.669 3.710
17 C -2.561 -1.348 2.485
18 H -3.760 5.372 -0.189
19 H -1.427 5.741 0.584
20 H -0.922 -4.529 -0.145
21 H -1.169 -3.170 -1.305
22 H -1.806 -3.056 0.355
23 H 1.726 -4.692 -0.460
24 H 2.762 -3.247 -0.625
25 H 1.470 -3.542 -1.808
26 H 0.985 -4.752 1.521
27 H -0.087 -3.695 2.458
28 H 1.668 -3.371 2.413
29 H 1.130 0.829 -4.466
30 H 1.837 1.639 -3.030
31 H 0.084 1.656 -3.269
32 H 1.848 -1.960 -4.363
33 H 2.782 -2.168 -2.873
34 H 2.998 -0.712 -3.826
35 H -0.768 -0.947 -4.225
36 H -1.451 -0.915 -2.582
37 H -0.621 -2.374 -3.154
38 H -2.860 0.728 4.365
39 H -2.798 1.929 3.017
40 H -1.475 1.879 4.178
41 H -0.473 -0.765 4.737
42 H 0.845 -0.034 3.753
43 H 0.259 -1.677 3.399
44 H -3.321 -1.229 3.268
45 H -2.071 -2.328 2.581
46 H -3.031 -1.288 1.502
47 C -1.581 2.586 -0.707
48 C -2.816 1.934 -0.666
49 C -3.585 1.801 -1.833
50 C -3.216 2.470 -3.007
51 C -1.961 3.110 -3.070
52 C -1.187 3.215 -1.928
53 S -0.680 2.906 0.748
54 H -1.248 0.598 1.335
55 H -3.170 1.557 0.286
56 H -4.511 1.230 -1.749
57 H -3.838 2.506 -3.899
58 H -1.649 3.592 -3.990
59 H -0.287 3.822 -1.917
60 C 4.556 -1.929 1.749
61 S 3.578 -0.678 2.618
62 C 4.913 0.520 2.726
63 O 2.645 -0.058 1.510
64 H 5.287 -2.306 2.476
65 H 5.075 -1.480 0.909
66 H 3.906 -2.749 1.422
67 H 5.440 0.600 1.771
68 H 4.487 1.494 3.006
69 H 5.591 0.174 3.506

Properties
largest force on an atom: 2.1 eV Å⁻¹
LUMO (alpha / beta): -0.3493 / -0.3431 Ha
E: -3205.85573 a.u.
gap between HOMO and LUMO (alpha / beta): 6.0 / 6.2 eV
HOMO (alpha / beta): -15.49 / -15.50 eV
multiplicity: 4
net charge: +3

=====

C24H42O12 | ωB97M-V/def2-TZVPD

CARTESIAN COORDINATES (ANGSTROEM)
1 O -5.233 1.723 -7.936
2 C -5.006 1.173 -6.716
3 C -5.287 -0.183 -6.486
4 C -4.956 -0.750 -5.325
5 C -4.378 -0.073 -4.334
6 O -3.921 -0.628 -3.202
7 C -4.164 1.330 -4.497
8 C -4.485 1.959 -5.727
9 H -5.103 2.535 -8.045
10 H -5.682 -0.623 -7.399
11 H -5.108 -1.825 -5.232
12 H -4.074 -1.454 -3.179
13 H -3.555 1.904 -3.741
14 H -4.224 2.970 -5.838
15 O -1.226 0.201 -1.914
16 C -0.220 0.183 -0.984
17 C 0.853 0.999 -1.165
18 C 2.041 0.781 -0.279
19 C 1.891 -0.082 0.805
20 O 2.880 -0.002 1.670
21 C 0.720 -0.916 0.966
22 C -0.362 -0.745 0.094
23 H -1.779 -0.466 -1.626
24 H 0.633 1.902 -1.722
25 H 2.788 1.521 -0.333
26 H 2.701 -0.628 2.452
27 H 0.540 -1.614 1.792
28 H -1.455 -1.275 0.378
29 O 1.966 3.621 7.631
30 C 1.612 3.231 6.422
31 C 2.391 2.330 5.669
32 C 2.042 1.979 4.342
33 C 0.775 2.322 3.841
34 O 0.409 1.963 2.672
35 C -0.072 3.169 4.627
36 C 0.435 3.757 5.872
37 H 2.957 3.587 7.874
38 H 3.284 1.778 5.995
39 H 2.740 1.336 3.933
40 H 0.962 1.611 1.950
41 H -1.119 3.405 4.261
42 H -0.320 4.387 6.382
43 C 0.145 -1.588 -4.635
44 O 0.490 -2.127 -3.479
45 H -0.916 -1.806 -4.807
46 H 0.826 -1.755 -5.390
47 H 0.213 -0.597 -4.461
48 H 0.950 -1.419 -2.903
49 C -3.872 -4.082 1.114
50 O -3.204 -3.177 0.294
51 H -4.991 -3.916 1.022
52 H -3.466 -3.701 2.133
53 H -4.078 -5.146 0.903
54 H -3.002 -2.426 0.928
55 C -4.902 -0.060 0.373
56 O -4.432 -0.824 1.588
57 H -5.958 -0.515 -0.108
58 H -4.122 0.128 -0.326
59 H -5.393 0.769 0.768
60 H -5.202 -1.084 2.124
61 C 4.365 -1.316 -2.198
62 O 5.557 -1.714 -1.609
63 H 3.734 -2.081 -2.392
64 H 4.621 -1.012 -3.397
65 H 3.578 -0.693 -1.726
66 H 6.158 -0.951 -1.805
67 C 4.120 -2.524 3.443
68 O 3.750 -1.333 4.053
69 H 4.811 -2.257 2.540
70 H 3.432 -2.893 3.050
71 H 4.758 -3.206 4.040
72 H 3.535 -1.492 4.922
73 C 5.787 1.094 2.046
74 O 6.491 2.119 2.607
75 H 4.965 1.423 1.244
76 H 5.282 0.532 2.804
77 H 6.418 0.511 1.397
78 H 6.695 2.724 1.885

Properties
largest force on an atom: 14.3 eV Å⁻¹
LUMO: 0.0144 Ha
E: -1842.11778 a.u.
gap between HOMO and LUMO: 7.8 eV
HOMO: -7.43 eV
SMILES: Oc1ccc(O)cc1.Oc1ccc(O)cc1.Oc1ccc(O)cc1.CO.CO.CO.CO.CO.CO

=====

C3H5N3 | ωB97M-V/def2-TZVPD

CARTESIAN COORDINATES (ANGSTROEM)
1 C 1.653 -0.909 0.111
2 C -0.232 0.241 0.176
3 C -1.498 0.781 0.024
4 N 1.012 1.173 0.149
5 N 1.949 0.431 0.106
6 N 0.313 -1.012 0.003
7 H 2.390 -1.748 -0.223
8 H -2.131 -0.044 -0.273
9 H -1.495 1.467 -0.875
10 H -1.733 1.426 1.028
11 H -0.228 -1.804 -0.226

Properties
largest force on an atom: 3.7 eV Å⁻¹
LUMO (alpha / beta): -0.5554 / -0.5511 Ha
E: -280.63132 a.u.
gap between HOMO and LUMO (alpha / beta): 6.9 / 7.8 eV
HOMO (alpha / beta): -22.02 / -22.77 eV
net charge: +2

=====

C28H39N10NaO4 | ωB97M-V/def2-TZVPD

CARTESIAN COORDINATES (ANGSTROEM)
1 Na -0.382 0.893 0.588
2 O -3.285 2.176 -2.306
3 C -2.656 1.743 -1.354
4 N -1.371 1.971 -1.023
5 C -0.836 3.201 -1.041
6 O -1.434 4.269 -0.942
7 C 0.693 3.289 -0.987
8 C 1.226 4.361 -0.280
9 C 2.582 4.598 -0.203
10 C 3.430 3.711 -0.860
11 C 2.896 2.640 -1.519
12 N 1.549 2.424 -1.614
13 C -3.384 0.767 -0.417
14 C -4.599 0.231 -0.823
15 C -5.302 -0.578 0.052
16 C -4.775 -0.814 1.308
17 C -3.550 -0.251 1.623
18 N -2.858 0.523 0.782
19 H 0.506 5.014 0.190
20 H 2.973 5.432 0.364
21 H 4.506 3.805 -0.802
22 H 3.499 1.877 -1.987
23 H -4.959 0.482 -1.812
24 H -6.249 -1.017 -0.239
25 H -5.287 -1.438 2.030
26 H -3.090 -0.433 2.588
27 N -1.009 -1.385 -2.106
28 C -2.108 -2.349 -2.161
29 C -2.346 -2.931 -0.769
30 C -1.124 -3.621 -0.141
31 C -1.121 -3.532 1.382
32 N -0.892 -2.141 1.804
33 H -1.168 -0.714 -1.366
34 H -0.927 -0.831 -2.950
35 H -1.831 -3.148 -2.858
36 H -3.049 -1.919 -2.523
37 H -3.196 -3.622 -0.803
38 H -2.639 -2.102 -0.116
39 H -0.212 -3.139 -0.509
40 H -1.081 -4.670 -0.445
41 H -0.370 -4.222 1.779
42 H -2.094 -3.858 1.771
43 H -0.118 -1.759 1.271
44 H -0.595 -2.089 2.771
45 N 2.347 -1.556 -0.079
46 C 2.719 -1.590 1.342
47 C 4.215 -1.432 1.634
48 C 4.885 -0.154 1.149
49 C 4.409 1.159 1.787
50 N 4.250 1.224 3.237
51 C 5.265 0.732 4.102
52 N 4.660 0.269 5.305
53 N 6.323 1.636 4.430
54 C 1.895 -0.592 2.170
55 O 1.889 -0.772 3.399
56 O 1.272 0.339 1.549
57 H 3.135 -1.772 -0.676
58 H 2.031 -0.625 -0.333
59 H 2.442 -2.562 1.752
60 H 4.731 -2.287 1.176
61 H 4.370 -1.509 2.712
62 H 4.737 -0.055 0.063
63 H 5.958 -0.259 1.318
64 H 3.438 1.416 1.370
65 H 5.100 1.947 1.477
66 H 3.333 0.867 3.493
67 H 3.887 -0.352 5.099
68 H 5.337 -0.235 5.852
69 H 6.657 2.078 3.583
70 H 5.919 2.406 5.024
71 N 1.114 1.255 -2.202
72 C 1.581 1.072 -3.475
73 C 1.603 -0.248 -3.980
74 C 1.993 -0.517 -5.280
75 C 2.396 0.500 -6.145
76 C 2.389 1.806 -5.663
77 C 1.996 2.097 -4.364
78 H 1.331 -1.054 -3.305
79 H 2.001 -1.547 -5.623
80 H 2.707 0.281 -7.159
81 H 2.688 2.620 -6.315
82 H 1.977 3.129 -4.034

Properties
largest force on an atom: 2.2 eV Å⁻¹
LUMO (alpha / beta): 0.1359 / 0.1358 Ha
E: -2101.21620 a.u.
gap between HOMO and LUMO (alpha / beta): 4.7 / 2.9 eV
HOMO (alpha / beta): -0.96 / 0.83 eV
net charge: -2

=====

C27H29N7O3RhSSe | ωB97M-V/def2-TZVPD

CARTESIAN COORDINATES (ANGSTROEM)
1 Rh -0.656 1.136 -0.848
2 N 6.149 1.083 6.777
3 C 5.343 1.031 5.966
4 C 4.375 0.958 4.936
5 C 4.277 2.002 4.014
6 C 3.357 1.919 2.990
7 C 2.516 0.811 2.878
8 C 2.605 -0.217 3.815
9 C 3.540 -0.156 4.829
10 C 1.549 0.770 1.768
11 C 0.174 0.890 2.059
12 C -0.455 0.898 3.350
13 C -1.789 1.197 3.138
14 C -1.951 1.369 1.768
15 N -0.758 1.192 1.121
16 C 2.024 0.802 0.439
17 C 3.387 0.878 0.033
18 C 3.398 0.873 -1.360
19 C 2.083 0.771 -1.771
20 N 1.243 0.693 -0.686
21 H 4.911 2.871 4.111
22 H 3.264 2.724 2.274
23 H 1.965 -1.082 3.720
24 H 3.636 -0.966 5.536
25 H 0.032 0.718 4.286
26 H -2.548 1.287 3.889
27 H -2.840 1.626 1.217
28 H 4.238 0.919 0.680
29 H 4.263 0.935 -1.990
30 H 1.714 0.733 -2.777
31 C -2.315 -3.798 -1.244
32 C -2.284 -3.121 0.134
33 C -1.454 -3.960 1.104
34 C -3.697 -2.929 0.680
35 N -1.615 -1.809 0.059
36 N -2.207 -0.813 -0.748
37 H -2.666 -4.820 -1.141
38 H -1.317 -3.821 -1.679
39 H -2.987 -3.283 -1.927
40 H -1.895 -4.947 1.210
41 H -1.423 -3.486 2.081
42 H -0.436 -4.076 0.739
43 H -4.136 -3.896 0.908
44 H -4.349 -2.444 -0.044
45 H -3.669 -2.343 1.595
46 H -0.645 -1.933 -0.219
47 H -3.103 -0.559 -0.331
48 H -2.379 -1.114 -1.716
49 C -1.519 4.643 0.252
50 S -1.537 3.762 -1.314
51 O -0.145 3.343 -1.604
52 O -2.106 4.611 -2.312
53 O -2.327 2.491 -1.133
54 H -1.142 5.635 0.038
55 H -0.862 4.119 0.935
56 H -2.533 4.695 0.625
57 Se -1.484 2.327 -3.833
58 N -0.815 0.944 -2.914
59 C -0.508 -0.056 -3.763
60 C 0.045 -1.304 -3.432
61 C 0.313 -2.196 -4.441
62 C 0.056 -1.882 -5.789
63 C -0.473 -0.670 -6.148
64 C -0.777 0.262 -5.138
65 N -1.307 1.475 -5.323
66 H 0.278 -1.528 -2.398
67 H 0.744 -3.157 -4.204
68 H 0.288 -2.611 -6.551
69 H -0.660 -0.410 -7.177

Properties
largest force on an atom: 2.6 eV Å⁻¹
LUMO (alpha / beta): -0.1893 / -0.1893 Ha
E: -4565.16699 a.u.
gap between HOMO and LUMO (alpha / beta): 5.8 / 5.8 eV
HOMO (alpha / beta): -10.97 / -10.97 eV
net charge: +1